{
  "formula": "C29H58N9O6S2",
  "method": "wB97M-V/def2-TZVPD",
  "species": ["C", "H", "H", "O", "C", "H", "C", "C", "C", "N", "H", "C", "H", "N", "H", "N", "C", "H", "H", "H", "H", "C", "H", "H", "H", "H", "O", "C", "C", "H", "H", "C", "H", "C", "C", "H", "H", "H", "H", "H", "C", "H", "S", "O", "H", "H", "H", "H", "N", "O", "N", "C", "H", "H", "H", "C", "N", "H", "H", "H", "C", "H", "C", "H", "H", "H", "H", "C", "O", "C", "H", "H", "N", "H", "H", "H", "H", "H", "H", "H", "H", "H", "C", "C", "S", "N", "C", "H", "C", "C", "H", "C", "O", "H", "H", "H", "H", "C", "N", "H", "H", "C", "C", "H"],
  "xyz": [[-0.58, -2.32, -0.31], [-2.11, 6.27, 2.46], [-2.26, -3.87, 0.89], [-0.42, 7.21, 4.16], [-0.10, -5.06, 2.08], [-1.00, 0.39, -0.92], [-2.89, 1.70, -3.86], [4.82, -2.92, 1.70], [-1.62, 0.05, -0.09], [6.00, -2.48, 0.96], [-0.29, 7.25, 2.07], [3.45, -2.75, 1.05], [-0.18, 2.36, 0.52], [-1.96, -5.10, -0.80], [-2.60, 0.52, -0.24], [-0.93, -4.33, -5.84], [0.19, -0.90, -4.17], [3.76, -1.30, -1.03], [0.50, -5.76, 2.66], [0.22, 8.73, 2.91], [-0.47, -2.92, 0.58], [-2.25, -4.93, 0.63], [7.15, 0.09, 0.10], [2.85, 0.10, -0.42], [0.76, 1.64, 1.88], [6.51, -4.16, -0.16], [0.15, -3.98, -4.72], [0.83, -1.76, -3.09], [-0.32, -3.92, -3.49], [0.29, -1.66, -0.35], [8.56, -0.17, -0.95], [-4.83, 0.39, -4.78], [-0.79, -0.27, 1.92], [0.20, 7.64, 2.97], [6.21, -3.13, -0.33], [-4.91, 5.65, 2.97], [-1.82, 8.70, 3.81], [7.48, -3.02, -2.03], [-2.40, -1.76, 0.72], [-2.36, -5.91, -1.23], [-1.20, 3.79, 3.19], [2.72, -3.23, 1.70], [-2.62, 3.03, -3.01], [6.83, -1.15, -1.57], [-1.66, 8.14, 5.48], [4.80, -2.38, 2.64], [-1.66, -0.57, -3.08], [-1.24, 4.06, 4.25], [-5.76, -0.11, -2.79], [-2.45, 3.37, 2.69], [-0.62, -3.20, -1.47], [-1.24, -4.38, -1.66], [5.30, -3.15, -0.95], [1.11, -1.12, -2.25], [-3.49, 4.06, 4.33], [-1.68, 7.81, 4.44], [-4.08, 0.96, -3.76], [7.21, 0.84, -1.51], [-0.50, 2.96, 3.07], [5.95, -1.48, 0.83], [3.57, -0.68, -0.15], [-3.73, 7.29, 4.65], [-3.91, 5.36, 2.63], [4.49, -0.17, 0.14], [-0.20, -1.51, -4.99], [-0.80, 4.65, 2.63], [-1.95, -6.06, 2.40], [-2.82, 6.83, 4.27], [3.01, -1.41, 0.92], [7.47, -0.05, -0.94], [0.56, -4.70, 1.28], [-4.43, 3.35, 3.03], [-1.07, -4.82, -2.92], [-4.58, 0.50, -5.82], [3.39, -3.26, 0.07], [4.95, -3.98, 1.94], [-2.54, -1.67, -1.02], [-0.46, 0.73, -2.92], [-1.07, -6.68, 1.03], [1.23, 7.27, 2.99], [-0.36, -4.23, 2.74], [-3.27, -5.28, 0.76], [7.27, -2.43, -1.14], [-4.71, 0.61, -2.59], [-1.67, 0.95, -4.94], [-0.01, -2.90, -2.69], [-1.86, -1.45, -0.19], [-1.79, 1.18, 1.71], [-3.59, 4.01, 3.24], [-1.34, -5.76, 1.54], [1.76, -2.18, -3.47], [-0.90, 0.01, -3.60], [-1.96, -3.96, -5.59], [8.20, -2.34, -0.57], [-4.32, 0.92, -1.63], [-3.98, 5.23, 1.55], [0.83, 0.94, 0.24], [0.19, 1.44, 0.98], [-3.01, 6.48, 2.87], [-2.60, 5.97, 4.91], [0.98, -0.28, -4.60], [-1.04, 0.55, 1.24], [-5.85, -0.24, -4.17], [-6.64, -0.79, -4.65]],
  "lowdin_charge": [-0.08, 0.07, 0.09, -0.19, -0.11, 0.08, -1.07, -0.19, -0.21, -0.05, 0.08, -0.23, 0.08, 0.12, 0.10, 0.16, -0.23, 0.08, 0.08, 0.09, 0.09, -0.16, 0.08, 0.07, 0.07, 0.13, 0.01, -0.08, -0.44, 0.12, 0.09, -0.08, 0.11, -0.12, -0.22, 0.12, 0.12, 0.12, 0.11, 0.16, -0.09, 0.11, 0.78, -0.20, 0.12, 0.13, 0.08, 0.09, 0.08, -0.20, 0.07, -0.28, 0.10, 0.12, 0.11, -0.21, -0.16, 0.09, 0.06, 0.07, -0.10, 0.13, -0.20, 0.08, 0.10, 0.08, 0.11, -0.22, -0.19, -0.11, 0.06, 0.12, 0.23, 0.11, 0.11, 0.12, 0.11, 0.07, 0.11, 0.09, 0.08, 0.13, -0.21, -0.19, 0.89, 0.07, -0.16, 0.09, -0.22, -0.22, 0.14, -0.49, 0.19, 0.13, 0.11, 0.12, 0.05, -0.09, -0.05, 0.10, 0.13, -0.22, -0.13, 0.10],
  "multiplicity": 1,
  "homo_lumo_gap_ev": 6.1,
  "total_charge": 1
}

=====

{
  "formula": "C54H48Cl2CsF5O3P2Si",
  "method": "wB97M-V/def2-TZVPD",
  "species": ["H", "Cl", "C", "H", "H", "C", "H", "C", "C", "H", "H", "C", "C", "C", "C", "C", "H", "C", "H", "C", "C", "H", "H", "C", "C", "H", "H", "C", "C", "Cs", "C", "O", "C", "H", "F", "C", "H", "Si", "H", "H", "H", "H", "C", "Cl", "H", "F", "C", "C", "C", "H", "C", "C", "F", "C", "C", "O", "O", "H", "H", "C", "C", "H", "H", "C", "C", "H", "H", "H", "P", "H", "C", "C", "H", "H", "C", "H", "C", "C", "F", "H", "H", "C", "H", "C", "C", "H", "H", "H", "C", "C", "C", "F", "H", "C", "H", "H", "C", "H", "C", "H", "H", "P", "C", "C", "C", "C", "C", "C", "C", "C", "C", "H", "H", "H", "H", "H"],
  "xyz": [[2.56, -1.29, 3.24], [-3.26, -2.94, 4.79], [-0.28, 6.97, -1.82], [0.62, 5.30, 3.95], [2.51, 6.30, -0.06], [-1.94, -2.95, 3.61], [4.13, 2.90, -5.73], [2.93, -1.65, -1.75], [-0.64, 5.68, -2.16], [5.03, 1.64, 2.25], [1.09, -1.86, -2.83], [1.01, 4.42, 3.47], [0.85, 7.18, -1.04], [-4.40, -3.56, -4.98], [4.62, -0.43, -5.59], [5.17, 1.43, 1.19], [1.07, -4.30, -2.72], [-2.46, -2.84, -2.96], [7.23, 2.03, 1.21], [-4.78, -3.39, -3.66], [3.59, 1.64, -4.09], [-0.87, 7.82, -2.15], [7.54, 1.55, -1.20], [-3.58, 1.53, 1.53], [1.89, -2.38, -2.33], [1.70, 1.18, 4.08], [-3.82, 0.84, 3.54], [3.78, 4.17, -0.37], [4.18, 4.65, -1.62], [-0.92, -0.44, -0.51], [1.34, 4.45, 2.13], [-1.63, -2.48, -2.10], [2.90, -4.42, -1.61], [-0.18, 3.59, -1.97], [-6.08, -3.55, -3.32], [0.11, 4.60, -1.71], [4.72, -4.23, -0.50], [2.44, 0.46, 1.39], [2.90, -5.51, -1.55], [-3.73, 2.59, 3.40], [4.29, 4.07, 1.70], [-5.61, -1.18, 0.86], [5.52, 0.92, -1.48], [-1.85, -1.43, 2.71], [-5.74, -0.63, -1.16], [-0.81, -3.06, -4.68], [6.58, 1.39, -0.73], [-3.02, 2.38, 0.55], [1.80, 3.31, 1.48], [5.68, 0.73, -2.53], [1.94, 2.11, 2.19], [-3.05, -3.45, -5.29], [-4.27, -2.99, -1.40], [4.28, 0.69, -0.90], [-5.09, 0.14, -1.58], [1.52, 0.02, 0.07], [0.82, -0.30, 1.36], [3.17, 2.44, -3.49], [-2.00, 4.21, 0.01], [3.95, -2.32, -1.09], [4.12, 1.89, -5.34], [6.34, 5.42, 1.45], [5.06, 1.05, -7.07], [4.09, 0.94, 0.47], [6.10, 5.70, -0.66], [-4.70, -0.97, 2.34], [-4.41, -0.34, -2.29], [-6.13, 0.02, 2.05], [2.82, 0.17, -1.89], [-2.53, 1.96, -2.65], [4.64, 0.86, -6.09], [3.58, 0.35, -3.56], [-5.73, 0.83, -2.15], [5.59, 5.80, -2.74], [-3.49, 1.96, -0.71], [-1.50, 5.52, -2.79], [-4.35, 0.86, -0.50], [-3.19, 2.59, -2.04], [-5.31, -3.86, -5.95], [4.76, -1.77, -0.63], [-2.13, -3.76, 2.92], [1.88, -3.76, -2.26], [-2.71, 3.56, -1.91], [1.61, 6.11, -0.61], [4.58, 4.44, 0.73], [-1.02, -3.09, 4.17], [1.21, 5.37, 1.59], [1.14, 8.19, -0.76], [-2.13, -3.11, -4.33], [1.14, 3.24, 4.18], [5.32, 5.41, -1.77], [-2.65, -3.68, -6.57], [-2.27, 1.62, 3.22], [-3.34, 1.65, 3.00], [5.03, -1.25, -6.18], [0.87, 3.20, 5.23], [-2.11, 3.53, 0.86], [-2.51, 4.12, 1.70], [1.61, 2.11, 3.54], [3.93, -1.44, 2.15], [3.90, -0.18, 3.37], [2.16, 3.31, -0.33], [-5.25, -0.44, 1.57], [6.41, 1.65, 0.62], [3.29, -0.73, 2.66], [-4.40, 0.60, 0.89], [5.73, 5.20, 0.58], [4.10, -0.69, -4.33], [1.23, 4.80, -0.91], [3.93, -3.70, -1.02], [-3.85, -3.07, -2.69], [4.10, -1.70, -3.95], [3.55, 4.45, -2.48], [-4.10, 2.74, -2.62], [-1.11, 3.19, 1.15], [6.98, 6.32, -0.76]],
  "lowdin_charge": [0.02, 0.48, -0.09, 0.10, 0.11, -0.99, 0.10, -0.36, -0.09, 0.10, 0.10, -0.09, -0.09, -0.17, -0.10, -0.12, 0.10, -0.38, 0.10, -0.16, -0.11, 0.09, 0.09, -0.29, -0.10, 0.10, 0.05, -0.37, -0.12, 1.31, -0.09, -0.28, -0.10, 0.10, 0.08, -0.10, 0.09, 0.27, 0.09, 0.06, 0.10, 0.05, -0.09, 0.60, 0.05, 0.05, -0.09, -0.29, -0.35, 0.10, -0.20, -0.16, 0.07, -0.37, -0.06, -0.65, -0.49, 0.08, 0.04, -0.08, -0.10, 0.10, 0.09, -0.25, -0.11, 0.02, 0.06, 0.07, 1.11, 0.06, -0.11, -0.37, 0.06, 0.10, -0.32, 0.10, -0.29, -0.07, 0.05, 0.10, 0.03, -0.07, 0.03, -0.12, -0.10, 0.02, 0.09, 0.10, -0.14, -0.09, -0.09, 0.07, 0.05, -0.10, 0.09, 0.10, -0.05, 0.07, -0.09, 0.02, 0.01, 1.15, -0.07, -0.10, -0.13, -0.27, -0.10, -0.08, -0.36, -0.10, -0.15, 0.10, 0.10, 0.06, 0.06, 0.09],
  "multiplicity": 1,
  "homo_lumo_gap_ev": 4.3,
  "total_charge": -2
}